Record 1
Entry from OMol25: an isolated molecule of C22H30N4O7 (wB97M-V/def2-TZVPD).

SMILES string = CCOc1cc(/C=N/NC(=O)C(=O)NC[C@H]2CCCO2)ccc1OCC(=O)N1CCOCC1
Gap between HOMO and LUMO = 8.11 eV
Total charge = 0
LUMO = 0.02 eV
Molar mass = 462.503 g mol⁻¹
E_HOMO = -8.095 eV
Relative energy (zero: lowest compared OMol25 entry of this formula, charge and spin) = 81.4 kcal/mol

```
63
Properties=species:S:1:pos:R:3:forces:R:3:lowdin_charge:R:1
C -2.2665 0.3768 3.6217 0.430 0.068 -0.022 -0.05
C -0.8015 -0.0335 3.7169 -0.363 -0.360 0.089 -0.23
O 0.0667 1.0754 3.8633 0.156 0.510 -0.210 -0.07
C 0.5275 1.7488 2.7784 0.069 0.067 0.074 -0.18
C 0.0715 1.5559 1.4862 0.091 0.063 -0.050 0.05
C 0.5653 2.3011 0.4118 0.341 0.144 0.838 -0.21
C 0.0598 2.0731 -0.9198 -0.356 -0.140 -0.983 -0.09
N -0.8359 1.1965 -1.1467 -0.001 -0.199 0.905 0.08
N -1.2774 1.0264 -2.4013 0.409 0.693 -1.106 0.05
C -2.2383 0.1445 -2.7511 -0.009 -0.173 0.450 -0.38
O -2.8300 -0.6288 -2.0262 0.067 0.112 -0.068 0.08
C -2.5073 0.2197 -4.2599 -0.129 0.031 -0.137 -0.42
O -1.8438 0.9343 -4.9953 0.084 0.036 -0.055 0.06
N -3.5237 -0.5636 -4.6214 -0.180 -0.303 0.313 0.09
C -3.9436 -0.7951 -5.9770 -0.028 -0.317 -0.358 -0.10
C -3.6637 -2.2502 -6.3974 0.115 0.506 -0.309 -0.31
C -2.1644 -2.5924 -6.4065 -0.180 -0.088 0.076 -0.12
C -2.1213 -3.9811 -5.7711 -0.223 0.061 0.056 -0.15
C -3.3097 -3.9094 -4.8154 0.300 -0.272 0.171 -0.20
O -4.2941 -3.1486 -5.4927 -0.198 0.171 0.024 -0.10
C 1.5373 3.2700 0.6495 -0.290 -0.286 -0.191 -0.04
C 2.0158 3.4560 1.9285 -0.101 -0.151 0.423 -0.01
C 1.5444 2.7036 3.0024 0.002 0.118 -0.357 -0.19
O 2.1507 2.9872 4.1910 -0.154 0.116 -0.194 -0.04
C 1.9915 2.1827 5.3425 -0.203 -0.163 0.541 -0.07
C 2.2800 0.6842 5.2119 0.083 0.227 0.073 -0.44
O 1.6249 -0.1142 5.8548 -0.214 -0.001 0.354 0.06
N 3.2775 0.2890 4.3921 0.116 -0.204 -0.227 -0.03
C 4.3136 1.0908 3.7778 0.234 0.164 -0.372 -0.10
C 4.3745 0.7741 2.2773 -0.002 0.293 0.173 -0.17
O 4.5701 -0.6021 2.0516 0.169 -0.096 -0.078 -0.12
C 3.5375 -1.3614 2.6398 -0.051 -0.143 0.305 -0.18
C 3.4779 -1.1284 4.1507 -0.171 -0.243 -0.268 -0.10
H -2.4540 0.9675 2.7285 -0.081 0.033 -0.071 0.07
H -2.8888 -0.5130 3.5905 -0.097 -0.091 -0.017 0.08
H -2.5402 0.9681 4.4918 -0.050 0.035 0.076 0.08
H -0.5068 -0.6409 2.8532 0.050 0.046 0.081 0.12
H -0.6304 -0.6129 4.6294 0.012 0.010 -0.192 0.12
H -0.6911 0.8285 1.2649 -0.115 -0.112 0.082 0.11
H 0.4785 2.6886 -1.7263 -0.049 -0.050 0.004 0.13
H -0.8939 1.5880 -3.1728 -0.204 -0.285 0.274 0.15
H -3.9503 -1.1229 -3.8915 0.130 0.140 0.013 0.14
H -3.3934 -0.1057 -6.6210 -0.121 -0.038 -0.002 0.13
H -5.0169 -0.6021 -6.0587 0.099 0.055 -0.041 0.13
H -4.1161 -2.4098 -7.3854 0.076 0.047 0.104 0.15
H -1.6155 -1.8772 -5.7929 0.050 0.025 -0.025 0.11
H -1.7524 -2.5735 -7.4125 0.030 0.062 -0.022 0.12
H -2.2942 -4.7499 -6.5248 0.022 -0.050 0.018 0.11
H -1.1857 -4.1873 -5.2576 0.056 -0.051 0.002 0.11
H -3.0214 -3.4158 -3.8759 -0.025 -0.064 -0.056 0.12
H -3.7474 -4.8817 -4.5841 0.057 0.051 0.036 0.12
H 1.9227 3.8669 -0.1628 0.045 0.069 -0.113 0.11
H 2.7806 4.1889 2.1326 0.099 0.080 0.047 0.12
H 0.9779 2.2650 5.7475 0.261 -0.080 -0.067 0.14
H 2.6923 2.6102 6.0692 -0.095 -0.082 -0.085 0.14
H 4.1382 2.1522 3.9307 0.037 -0.068 0.008 0.12
H 5.2747 0.8159 4.2336 -0.050 0.070 -0.044 0.14
H 5.2219 1.2831 1.8154 -0.068 0.050 0.029 0.13
H 3.4433 1.1064 1.7937 0.100 -0.026 0.049 0.12
H 3.7615 -2.4057 2.4182 -0.082 0.030 0.032 0.13
H 2.5707 -1.0902 2.1880 0.037 -0.039 0.041 0.13
H 2.6498 -1.6734 4.6040 0.129 0.012 -0.039 0.13
H 4.4210 -1.4485 4.6087 -0.061 -0.025 -0.001 0.14
```
Positions in Å, forces in eV/Å.

=====

Record 2
Entry from OMol25: the ion CCl2NO2S with charge -1 (wB97M-V/def2-TZVPD).

Gap between HOMO and LUMO = 7.80 eV
Total charge = -1
LUMO = 3.33 eV
Molar mass = 160.989 g mol⁻¹
E_HOMO = -4.466 eV
Relative energy (zero: lowest compared OMol25 entry of this formula, charge and spin) = 30.1 kcal/mol

```
7
Properties=species:S:1:pos:R:3:forces:R:3:lowdin_charge:R:1
C 0.0996 0.9243 0.5934 -4.874 -4.898 0.062 -1.19
N -0.9252 -0.0013 0.4703 6.017 5.456 1.577 -0.20
O 0.5598 -2.2023 -0.2007 -0.379 0.228 -0.319 -0.56
O -0.6284 -0.5962 -1.6852 0.231 -0.535 -2.075 -0.55
S -0.7030 -1.5535 -0.5933 0.573 0.001 1.097 0.60
Cl -0.3285 2.6106 0.5643 0.001 0.189 0.130 0.49
Cl 1.9257 0.8184 0.8512 -1.568 -0.442 -0.471 0.42
```
Positions in Å, forces in eV/Å.

=====

Record 3
Entry from OMol25: a structure of composition C31H20Br3N5O3Ru (wB97M-V/def2-TZVPD).

<S²> = 0.76
Gap between HOMO and LUMO (alpha / beta) = 6.39 / 5.73 eV
Total charge = +1
LUMO (alpha / beta) = -3.82 / -4.44 eV
Molar mass = 851.315 g mol⁻¹
E_HOMO (alpha / beta) = -10.211 / -10.167 eV
Spin multiplicity = 2
Relative energy (zero: lowest compared OMol25 entry of this formula, charge and spin) = 0.0 kcal/mol

```
63
Properties=species:S:1:pos:R:3:forces:R:3:mulliken_spin:R:1
Ru 0.0707 0.3274 -0.0106 0.551 1.442 0.189 0.87
Br 4.5981 0.4437 5.9109 -0.018 0.005 0.020 0.00
C 3.1938 0.4219 4.6481 0.153 0.008 -0.012 0.02
C 1.8629 0.3629 5.0910 0.006 0.024 -0.214 -0.01
C 0.8388 0.3497 4.1807 -0.131 -0.005 0.077 0.02
C 1.0778 0.3858 2.7898 1.088 0.087 -0.318 0.00
O 0.0760 0.3747 1.9792 -1.232 -0.328 -0.112 0.05
C 2.4471 0.4408 2.3457 -0.786 -0.081 0.578 0.00
C 2.8399 0.4783 0.9925 -0.009 0.039 -0.798 -0.01
N 2.0711 0.4408 -0.0659 0.381 -0.183 1.230 0.00
C 2.5867 0.5122 -1.3647 0.695 0.038 -0.957 0.00
C 3.9242 0.6076 -1.7284 -0.748 -0.058 0.585 0.01
C 4.3033 0.6489 -3.0710 -0.027 0.002 -0.545 0.00
C 3.3714 0.6179 -4.0767 0.321 0.018 0.064 0.01
C 2.0036 0.5359 -3.7634 -0.167 -0.018 0.359 -0.01
C 0.9828 0.5338 -4.7372 -0.233 -0.051 0.199 0.01
C -0.3234 0.4391 -4.3365 0.115 0.049 -0.506 -0.01
C -0.6286 0.3388 -2.9790 0.267 -0.048 0.449 0.02
N 0.3012 0.3457 -2.0370 -0.302 -0.059 -0.667 -0.05
C 1.6130 0.4607 -2.4048 0.442 0.101 0.005 0.00
C 3.4772 0.4662 3.3143 0.064 0.006 0.052 -0.01
H 1.6550 0.3365 6.1517 -0.021 -0.009 0.006 0.00
H -0.1919 0.3165 4.5083 0.004 0.002 -0.006 0.00
H 3.9125 0.5364 0.8369 0.050 0.073 -0.026 0.00
H 4.6922 0.6549 -0.9714 0.059 0.001 -0.008 0.00
H 5.3544 0.7099 -3.3186 -0.002 0.017 0.023 0.00
H 3.6739 0.6544 -5.1151 0.006 0.027 0.010 0.00
H 1.2461 0.6124 -5.7839 -0.023 -0.011 -0.016 0.00
H -1.1285 0.4453 -5.0575 -0.005 -0.017 0.020 0.00
H -1.6528 0.2501 -2.6478 -0.029 0.028 0.029 0.00
H 4.5073 0.5294 2.9850 -0.003 -0.030 0.005 0.00
Br 0.0115 5.3258 0.1047 -0.078 0.172 0.039 0.00
C -1.4652 4.1717 0.1167 0.554 -1.076 -0.109 0.03
C -2.7670 4.6507 0.1989 -0.621 -0.151 0.007 -0.02
C -3.8355 3.7819 0.1764 0.184 0.388 0.016 0.03
Br -5.5756 4.5021 0.2851 -0.077 -0.012 0.002 0.00
C -3.6470 2.3881 0.0512 0.328 0.273 0.017 -0.01
C -4.6762 1.4443 -0.0364 0.181 -0.762 -0.152 0.01
C -4.3420 0.1195 -0.2404 -0.831 0.483 0.004 -0.01
C -3.0137 -0.2607 -0.3181 1.085 0.161 -0.019 0.00
N -2.0002 0.5902 -0.1616 -1.124 -0.221 0.313 -0.03
C -2.3086 1.9133 -0.0155 -0.073 0.165 0.073 0.00
C -1.1974 2.7972 0.0236 -0.409 1.146 0.256 -0.01
O 0.0178 2.3329 -0.0462 0.343 -1.025 -0.330 0.06
H -2.9479 5.7138 0.2723 0.047 0.012 0.013 0.00
H -5.7114 1.7496 0.0156 0.006 0.045 0.037 0.00
H -5.1170 -0.6257 -0.3563 0.039 -0.021 -0.018 0.00
H -2.7382 -1.2808 -0.5508 -0.068 -0.102 0.133 0.00
N -3.1657 -3.8809 1.7066 -0.024 -0.059 0.020 0.00
C -2.0595 -4.5754 1.3392 -0.051 0.095 0.175 0.00
O -1.9738 -5.7782 1.4457 0.023 0.049 -0.085 0.00
C -0.9291 -3.7858 0.7254 0.171 -0.209 -0.124 -0.01
C 0.0669 -4.5147 0.0793 -0.033 0.179 0.054 0.02
C 1.0987 -3.8301 -0.5365 -0.010 -0.100 -0.021 -0.01
C 1.0810 -2.4495 -0.5413 -0.113 -0.090 -0.054 0.03
N 0.1263 -1.7374 0.0771 0.166 -0.637 -0.103 -0.04
C -0.8279 -2.4090 0.7384 -0.028 0.016 0.204 0.02
H -3.9111 -4.4095 2.1298 0.010 0.031 0.045 0.00
H -3.2192 -2.8799 1.7298 0.020 -0.008 -0.023 0.00
H 0.0077 -5.5946 0.0864 -0.001 -0.007 0.006 0.00
H 1.9074 -4.3544 -1.0254 -0.022 0.007 -0.030 0.00
H 1.8477 -1.9008 -1.0670 0.003 0.103 0.033 0.00
H -1.4916 -1.7925 1.3286 -0.059 0.086 -0.091 -0.01
```
Positions in Å, forces in eV/Å.

=====

Record 4
Entry from OMol25: a cluster of 5 separate species, C20H50O10 in total (wB97M-V/def2-TZVPD).

<S²> = 0.75
Gap between HOMO and LUMO (alpha / beta) = 1.47 / 9.39 eV
Total charge = -1
LUMO (alpha / beta) = 2.48 / 2.39 eV
Molar mass = 450.610 g mol⁻¹
E_HOMO (alpha / beta) = 1.012 / -7.004 eV
Spin multiplicity = 2
Relative energy (zero: lowest compared OMol25 entry of this formula, charge and spin) = 143.1 kcal/mol

```
80
Properties=species:S:1:pos:R:3:forces:R:3:mulliken_spin:R:1
C 4.0903 -31.2927 11.5671 -1.134 -0.339 1.000 0.15
O 3.1441 -31.3353 12.6519 0.773 0.831 0.136 -0.08
C 3.5972 -30.6346 13.8393 -0.436 -0.155 -1.480 -0.16
C 2.5524 -30.7813 14.9001 -1.407 -0.702 1.402 -0.04
O 1.2021 -30.5355 14.4121 0.165 0.540 0.474 -0.06
C 0.2290 -31.3250 15.1159 1.206 -1.057 -0.476 0.13
H 4.3995 -30.2903 11.2710 0.044 0.270 0.301 -0.01
H 3.5360 -31.7116 10.7272 0.351 -0.249 -0.042 -0.01
H 4.9469 -31.8948 11.8697 0.288 -0.043 -0.418 -0.02
H 3.7627 -29.5780 13.6289 -0.271 0.283 -0.307 0.03
H 4.5929 -30.9866 14.1091 -0.058 -0.414 0.543 0.13
H 2.7841 -30.2150 15.8022 0.060 1.246 -0.309 -0.02
H 2.5391 -31.7170 15.4590 0.194 -1.002 -0.932 -0.01
H 0.2266 -31.1806 16.1962 0.103 0.229 0.066 0.05
H 0.5312 -32.3468 14.8861 -0.031 -0.480 0.532 0.01
H -0.7991 -31.3173 14.7538 0.186 1.074 -0.416 -0.03
C 9.3604 -26.8950 15.9972 -1.289 -0.765 0.616 0.21
O 8.0653 -26.8683 16.6395 0.635 0.782 -0.837 -0.13
C 6.9995 -26.4084 15.8047 -1.819 -1.435 1.671 0.00
C 6.2214 -27.5311 15.0451 0.713 0.564 0.178 0.07
O 5.4300 -28.3917 15.8261 -0.446 0.166 0.286 -0.15
C 6.0818 -29.5279 16.3277 0.746 -0.208 0.530 0.25
H 9.4319 -27.8596 15.4947 0.150 0.211 -0.804 -0.02
H 10.1332 -26.9690 16.7622 -0.132 0.581 0.139 -0.01
H 9.4253 -26.0099 15.3643 0.532 -0.219 -0.165 -0.01
H 7.0948 -25.4955 15.2168 1.054 -0.162 -0.425 -0.06
H 6.2648 -26.1004 16.5487 -0.216 0.141 0.190 0.04
H 6.9303 -28.1379 14.4817 -0.015 0.026 -0.543 0.02
H 5.4918 -27.0078 14.4270 0.221 -0.039 -0.456 0.01
H 6.4970 -30.1666 15.5481 0.002 0.010 -0.434 -0.06
H 5.4096 -30.1498 16.9189 -0.256 0.263 -0.090 0.12
H 6.9149 -29.2327 16.9656 0.112 -0.032 0.174 -0.11
C 6.0831 -33.7429 22.1896 1.114 -1.191 1.067 1.22
O 7.1896 -33.7425 23.1033 -0.475 1.864 0.618 -0.50
C 7.8504 -34.9408 23.3674 1.262 1.803 -0.016 0.05
C 9.3079 -34.5154 23.9429 -1.766 -1.574 -0.649 0.06
O 9.3023 -34.1242 25.3013 1.047 1.153 0.336 -0.10
C 10.5387 -33.4642 25.7666 -0.615 -0.961 -0.823 0.05
H 5.3616 -34.4687 22.5647 -0.182 -0.460 -0.536 -0.18
H 6.5928 -34.0136 21.2649 -1.052 0.049 -0.705 -0.02
H 5.5264 -32.8058 22.1950 0.686 0.269 -0.121 -0.22
H 8.0654 -35.4396 22.4224 0.151 -0.385 -0.242 0.01
H 7.1866 -35.5765 23.9533 0.513 -0.318 0.558 0.00
H 9.7550 -33.8172 23.2353 -0.384 0.652 0.209 -0.01
H 9.8733 -35.4270 23.7495 0.534 -0.391 0.646 0.00
H 10.6176 -33.5372 26.8513 -0.253 -0.469 -0.113 0.00
H 10.6748 -32.4036 25.5554 -0.804 0.189 -0.491 -0.01
H 11.3776 -33.9534 25.2716 0.221 -0.236 0.267 -0.01
C -0.4441 -30.7324 21.0264 1.199 1.589 -1.057 1.29
O 0.9236 -30.5165 20.4485 -1.693 -2.212 1.204 -0.86
C 1.3155 -31.7328 19.7634 1.351 0.785 -1.278 0.46
C 2.8385 -31.9170 19.6431 -0.359 1.837 0.592 0.35
O 3.4353 -31.0628 18.6119 0.513 -2.199 0.686 -0.40
C 3.3142 -29.6895 18.7966 -1.474 0.626 -0.653 -0.18
H -1.1700 -30.6250 20.2204 -0.075 -0.690 -0.295 -0.06
H -0.6871 -29.8523 21.6218 0.492 -0.108 0.424 0.00
H -0.5736 -31.6479 21.6036 0.311 -0.021 -0.167 -0.30
H 1.0640 -31.6080 18.7102 -0.841 -0.287 -0.201 0.32
H 0.9451 -32.6899 20.1305 -0.570 0.348 0.454 -0.26
H 3.0721 -32.9716 19.4964 0.132 0.181 -0.713 -0.13
H 3.2351 -31.6804 20.6304 0.475 0.255 0.098 0.12
H 3.7241 -29.1634 17.9345 0.710 -0.212 0.077 -0.20
H 3.6935 -29.2764 19.7313 0.067 -0.193 0.107 0.31
H 2.2566 -29.4584 18.6692 -0.292 0.441 0.657 -0.07
C 6.6019 -27.4899 19.9853 0.686 0.685 0.780 -0.01
O 7.0870 -28.2445 21.1282 -1.098 0.898 -1.075 0.04
C 6.0464 -29.0607 21.6641 0.806 -0.068 0.644 -0.46
C 5.0885 -28.3691 22.6901 -0.585 -0.099 -1.318 0.19
O 4.6389 -27.0552 22.3030 0.708 -0.514 0.539 -0.28
C 3.7481 -26.4878 23.2755 1.414 0.419 -1.105 0.30
H 7.3664 -26.8251 19.5832 0.901 -0.852 -0.147 0.02
H 5.9379 -26.6795 20.2858 -1.034 -0.732 0.194 0.04
H 6.2344 -28.1737 19.2201 -0.243 0.238 -0.027 -0.01
H 6.6566 -29.7781 22.2129 -0.374 -0.188 0.543 0.15
H 5.5889 -29.7027 20.9114 -0.483 0.545 -0.400 -0.08
H 5.6297 -28.4555 23.6323 -0.203 0.845 0.384 -0.03
H 4.1182 -28.8583 22.7751 0.341 -1.188 0.166 0.19
H 3.7921 -25.4499 22.9455 -0.546 0.219 0.540 -0.01
H 4.2056 -26.5894 24.2596 -0.295 0.039 0.252 0.00
H 2.7258 -26.8641 23.2364 0.038 -0.302 -0.015 0.00
```
Positions in Å, forces in eV/Å.

=====

no.,energy (hartree)
1,-1602.01390
2,-1561.91463
3,-9509.70118
4,-1544.03008